The following is a quantum chemistry calculation of the molecule C2H4N4, from the OMol25 dataset.

Computed properties:
Multiplicity: 1
Energy relative to the best compared isomer or geometry (same formula, charge and spin), kJ/mol: 248.71
Calculated total energy, eV: -8096.7364
Frontier orbital gap, eV: 10.130
LUMO level, eV: -0.03
HOMO, eV: -10.16

Positions of all 10 atoms, in Å:
N (1.42086, -0.24281, 0.61297)
C (0.11120, 0.17753, 0.18863)
C (-0.46849, -0.30349, -1.09207)
N (-1.73048, -0.47261, -0.96624)
N (-2.02805, -0.26489, 0.43253)
N (-1.00987, -0.01205, 1.09777)
H (1.57462, 0.06705, 1.56975)
H (2.10460, 0.24512, 0.03790)
H (0.04760, -0.46835, -2.03224)
H (-0.02199, 1.27451, 0.15100)

Cartesian forces (eV/Å) of the 2 atoms listed first:
-0.068 0.101 0.039
-0.219 0.214 -0.089

Which charges does Mulliken predict for the atoms? In e, they are:
1. N -0.6722
2. C 0.4089
3. C -0.1879
4. N -0.2990
5. N -0.2408
6. N -0.1466
7. H 0.2645
8. H 0.2620
9. H 0.3771
10. H 0.2338